ORCA calculation (wB97M-V/def2-TZVPD) on a molecular structure, C43H44KO2P2S2 in a non-equilibrium geometry.

Max |F| (eV Å⁻¹): 2.50
LUMO (Ha): -0.067
Gap between HOMO and LUMO (eV): 8.65
Charge: +1
Highest occupied orbital energy (eV): -10.4716

Structure (XYZ):
```
94
C43H44KO2P2S2, DFT wB97M-V/def2-TZVPD
K -0.43 0.78 0.19
C 0.03 -1.40 3.69
C -0.05 -1.94 2.25
P -1.72 -1.68 1.48
C -1.60 -2.76 0.00
C -2.78 -2.98 -0.73
C -2.79 -3.81 -1.84
C -1.61 -4.44 -2.25
C -0.44 -4.21 -1.56
C -0.42 -3.37 -0.44
C -2.78 -2.69 2.59
C -2.60 -4.07 2.73
C -3.40 -4.79 3.61
C -4.38 -4.13 4.36
C -4.55 -2.77 4.23
C -3.75 -2.05 3.34
C -0.23 0.11 3.81
P 1.08 1.11 2.94
C 2.26 1.40 4.31
C 3.22 0.42 4.55
C 4.12 0.53 5.60
C 4.09 1.66 6.41
C 3.16 2.66 6.17
C 2.24 2.53 5.13
C 0.21 2.71 2.72
C 0.77 3.61 1.81
C 0.14 4.81 1.51
C -1.06 5.14 2.12
C -1.62 4.27 3.05
C -0.99 3.07 3.36
H 1.02 -1.64 4.09
H -0.69 -1.94 4.31
H 0.18 -3.00 2.24
H 0.69 -1.42 1.62
H -3.70 -2.50 -0.41
H -3.71 -3.98 -2.38
H -1.62 -5.10 -3.11
H 0.48 -4.70 -1.88
H 0.51 -3.22 0.09
H -1.86 -4.59 2.14
H -3.26 -5.86 3.71
H -5.00 -4.70 5.05
H -5.31 -2.26 4.81
H -3.89 -0.98 3.24
H -0.28 0.40 4.85
H -1.19 0.35 3.35
H 3.27 -0.45 3.89
H 4.86 -0.24 5.77
H 4.80 1.76 7.22
H 3.13 3.54 6.80
H 1.52 3.32 4.96
H 1.72 3.36 1.34
H 0.59 5.50 0.80
H -1.56 6.07 1.89
H -2.54 4.53 3.56
H -1.43 2.41 4.10
O 0.81 2.25 -0.88
S 1.33 3.32 -1.82
C 0.20 3.26 -3.24
C 0.26 1.93 -3.98
C -1.00 1.62 -4.81
C -2.25 1.24 -4.03
S -2.17 -0.21 -2.93
O -1.26 0.18 -1.78
C -1.27 -1.32 -3.99
C 0.05 -1.62 -3.72
C 0.73 -2.50 -4.57
C 0.07 -3.07 -5.65
C -1.27 -2.79 -5.89
C -1.95 -1.91 -5.05
C 2.79 2.66 -2.59
C 3.25 1.42 -2.19
C 4.40 0.91 -2.79
C 5.07 1.64 -3.77
C 4.60 2.89 -4.14
C 3.46 3.42 -3.55
H 0.43 4.13 -3.88
H -0.76 3.44 -2.76
H 0.41 1.14 -3.25
H 1.12 1.93 -4.64
H -0.75 0.80 -5.49
H -1.25 2.48 -5.45
H -3.09 1.03 -4.70
H -2.57 2.03 -3.34
H 0.55 -1.19 -2.86
H 1.77 -2.74 -4.38
H 0.59 -3.76 -6.30
H -1.79 -3.24 -6.72
H -3.00 -1.69 -5.22
H 2.72 0.88 -1.42
H 4.78 -0.06 -2.48
H 5.96 1.23 -4.23
H 5.12 3.47 -4.90
H 3.10 4.40 -3.84
```